A) Entry from the OMol25 dataset: one molecule with the formula CHF2NO3 (ωB97M-V/def2-TZVPD).

Structure (XYZ):
```
8
CHF2NO3 | the OMol25 dataset | ωB97M-V/def2-TZVPD
O -1.16795 -0.76663 -1.33612
N -0.94376 -0.65900 -0.16343
O -1.59502 -0.90416 0.79663
C 0.37402 -0.00308 0.11766
O 0.21913 1.35158 0.05063
F 0.72998 -0.49668 1.33897
F 1.37448 -0.39831 -0.64163
H 1.00912 1.87628 -0.16271
```

Calculated values
Structure (SMILES)   O=[N+]([O-])C(O)(F)F
E_HOMO   -12.10 eV
Lowest unoccupied orbital energy   -0.3 eV
Orbital gap   11.8 eV
2S+1   1

=====

B) Entry from the OMol25 dataset: CHF2NO3 as an isolated structure (ωB97M-V/def2-TZVPD).

Structure (XYZ):
```
8
CHF2NO3 | the OMol25 dataset | ωB97M-V/def2-TZVPD
C -0.20348 -0.26306 -1.02017
N -0.00634 -0.28833 0.34152
O -0.90456 0.61200 0.97443
O 0.81061 -0.86384 1.03846
O -0.96575 0.43852 -1.55736
F 1.96068 0.13692 1.64823
F 0.58943 -1.06964 -1.69951
H -1.28058 1.29744 0.27440
```

Calculated values
E_HOMO (spin up / spin down)   -11.17 / -11.10 eV
Lowest unoccupied orbital energy (spin up / spin down)   -1.9 / -1.8 eV
Orbital gap (spin up / spin down)   9.3 / 9.3 eV
2S+1   1

=====

Taking the most stable structure as the zero point, the relative energies in kJ/mol are A) 0.0; B) 323.1.

=====

A) Entry from the OMol25 dataset: one molecule with the formula C4H9BO2 (ωB97M-V/def2-TZVPD).

Structure (XYZ):
```
16
C4H9BO2 | the OMol25 dataset | ωB97M-V/def2-TZVPD
C -1.80316 0.41681 -0.40772
B -0.29551 0.86605 -0.20396
C 0.12889 2.42773 -0.26969
O 0.78260 -0.15407 0.13517
C 0.65752 -1.48029 -0.16296
C 1.46679 -2.28489 0.78014
O -0.08815 -1.90179 -1.02244
H -2.44228 1.00929 0.26668
H -1.80368 -0.69363 -0.34281
H -2.01032 0.93642 -1.38351
H 0.98337 2.52248 -0.92587
H 0.10883 2.63189 0.82371
H -0.75084 2.98895 -0.61303
H 2.16450 -1.48621 1.28388
H 0.78911 -2.59002 1.59962
H 2.11232 -3.20871 0.44280
```

Calculated values
Structure (SMILES)   CB(C)OC(C)=O
E_HOMO   -10.21 eV
Lowest unoccupied orbital energy   0.5 eV
Orbital gap   10.7 eV
2S+1   1

=====

B) Entry from the OMol25 dataset: a 2-piece molecular cluster, C4H9BO2 overall (ωB97M-V/def2-TZVPD).

Structure (XYZ):
```
16
C4H9BO2 | the OMol25 dataset | ωB97M-V/def2-TZVPD
C -1.76682 1.19227 0.62256
B -2.04152 -0.17894 -0.14135
O -1.56645 -1.37968 0.30060
O -2.77777 -0.16363 -1.26898
H -1.40838 1.95065 -0.06765
H -2.68114 1.58157 1.06308
H -1.02883 1.08728 1.41245
H -1.04439 -1.33609 1.10179
H -2.90279 -1.02509 -1.67137
C 1.57255 1.28984 -0.76933
C 1.96103 0.17692 -0.56533
C 2.39269 -1.17896 -0.30898
H 1.28353 2.27559 -0.97830
H 1.54163 -1.79536 -0.02156
H 3.12892 -1.18842 0.49477
H 2.84595 -1.59949 -1.20761
```

Calculated values
Structure (SMILES)   CB(O)O.C#CC
E_HOMO   -10.09 eV
Lowest unoccupied orbital energy   0.6 eV
Orbital gap   10.7 eV
2S+1   1

=====

Taking the most stable structure as the zero point, the relative energies in kJ/mol are A) 49.3; B) 0.0.

=====

A) Entry from the OMol25 dataset: an isolated ion of composition C5H7N3 and charge +2 (ωB97M-V/def2-TZVPD).

Structure (XYZ):
```
15
C5H7N3 | the OMol25 dataset | ωB97M-V/def2-TZVPD
C -1.11163 -1.44934 1.09047
C -0.27321 -0.56282 0.35272
N -0.47258 0.69164 0.17031
C 0.10939 1.55722 -0.57287
N -0.05142 2.79405 -0.76106
N 1.28818 0.81012 -1.39176
C 1.57317 -0.25975 -0.94953
C 1.03183 -1.30750 -0.27255
H -0.84679 -1.44292 2.25661
H -1.21484 -2.50194 0.88555
H -2.27520 -1.03725 1.17979
H -0.69730 3.35339 -0.28428
H 0.49152 3.38305 -1.31499
H 0.77033 -2.20894 -0.80088
H 1.67855 -1.81902 0.41248
```

Calculated values
Structure (SMILES)   CC1=NC(=[NH2+])[N+]#CC1
E_HOMO   -21.20 eV
Total charge   +2
Lowest unoccupied orbital energy   -11.3 eV
Orbital gap   9.9 eV
2S+1   1

=====

B) Entry from the OMol25 dataset: an isolated ion of composition C5H7N3 and charge +2 (ωB97M-V/def2-TZVPD).

Structure (XYZ):
```
15
C5H7N3 | the OMol25 dataset | ωB97M-V/def2-TZVPD
C 1.40694 -0.40210 -1.72674
C 0.62190 0.03783 -0.51284
C 0.36615 1.47269 -0.27824
C -0.55090 1.71308 0.86876
N -1.30522 1.49453 1.72349
N -0.04468 -0.78640 0.27488
C -0.86436 -0.82572 1.12692
N -1.71056 -1.40813 1.84632
H 1.92318 0.38155 -2.29204
H 0.89273 -1.18057 -2.49201
H 2.28950 -1.10084 -1.45960
H -0.12935 1.90153 -1.18384
H 1.31084 2.09248 -0.28274
H -1.71460 -2.44595 2.03472
H -2.49157 -0.94398 2.35296
```

Calculated values
Structure (SMILES)   CC(CC#N)=[N+]=C=[NH2+]
E_HOMO   -21.32 eV
Total charge   +2
Lowest unoccupied orbital energy   -11.7 eV
Orbital gap   9.6 eV
2S+1   1

=====

Taking the most stable structure as the zero point, the relative energies in kJ/mol are A) 10.3; B) 0.0.

=====

A) Entry from the OMol25 dataset: CHBrS as an isolated structure (ωB97M-V/def2-TZVPD).

Structure (XYZ):
```
4
CHBrS | the OMol25 dataset | ωB97M-V/def2-TZVPD
C -0.77148 -0.45190 0.08181
S -0.57598 -2.71545 0.01606
Br -2.40331 0.20635 0.02025
H 0.32773 -0.21735 0.38460
```

Calculated values
E_HOMO (spin up / spin down)   -9.52 / -9.02 eV
Lowest unoccupied orbital energy (spin up / spin down)   -0.8 / -1.9 eV
Orbital gap (spin up / spin down)   8.7 / 7.1 eV
2S+1   1

=====

B) Entry from the OMol25 dataset: one molecule with the formula CHBrS (ωB97M-V/def2-TZVPD).

Structure (XYZ):
```
4
CHBrS | the OMol25 dataset | ωB97M-V/def2-TZVPD
S 2.16897 0.36771 -0.67915
C 0.85944 -0.30327 -0.17138
Br 0.69040 -2.54031 0.02477
H -0.24196 0.09781 -0.01182
```

Calculated values
Structure (SMILES)   S=CBr
E_HOMO   -9.66 eV
Lowest unoccupied orbital energy   -1.1 eV
Orbital gap   8.6 eV
2S+1   1

=====

Taking the most stable structure as the zero point, the relative energies in kJ/mol are A) 304.3; B) 0.0.

=====

A) Entry from the OMol25 dataset: a 6-piece molecular cluster, CH12O6 overall (ωB97M-V/def2-TZVPD).

Structure (XYZ):
```
19
CH12O6 | the OMol25 dataset | ωB97M-V/def2-TZVPD
C -2.97917 3.04620 -0.74027
O -2.46026 2.05849 -1.18858
H -3.50846 3.71808 -1.44504
H -2.95603 3.28805 0.33554
O -1.80446 -3.85269 0.47878
H -1.51057 -3.08798 -0.03210
H -2.09079 -4.51226 -0.15832
O 1.88756 0.26978 -1.48197
H 2.51990 0.69656 -2.07170
H 2.14326 -0.59812 -1.15114
O 3.63263 1.80590 2.24171
H 3.96087 2.43377 2.89229
H 4.32035 1.13376 2.18050
O 1.86001 -1.61211 0.66753
H 2.31431 -1.54653 1.50915
H 1.22982 -0.88096 0.57631
O -1.30887 -1.01063 -0.41580
H -1.52304 -0.17644 -0.85459
H -1.70752 -0.88019 0.45686
```

Calculated values
Structure (SMILES)   C=O.O.O.O.O.O
E_HOMO   -10.62 eV
Lowest unoccupied orbital energy   0.6 eV
Orbital gap   11.2 eV
2S+1   1

=====

B) Entry from the OMol25 dataset: a 6-piece molecular cluster, CH12O6 overall (ωB97M-V/def2-TZVPD).

Structure (XYZ):
```
19
CH12O6 | the OMol25 dataset | ωB97M-V/def2-TZVPD
C -2.40782 -0.34434 0.02382
O -2.82178 0.75867 -0.20663
H -3.08573 -1.13844 0.38902
H -1.35502 -0.62607 -0.11473
O 0.89596 0.90237 -1.95668
H 0.19456 1.35994 -2.44636
H 0.78853 0.07590 -2.46017
O 0.58112 -0.31948 1.69950
H -0.19672 -0.46419 2.24868
H 0.56694 0.60516 1.42328
O 0.74122 -2.02815 -1.64084
H 0.70261 -1.65056 -0.75387
H 1.67395 -2.24657 -1.74031
O -1.24679 2.22099 1.72439
H -0.64235 2.94746 1.53595
H -2.00100 2.33978 1.13698
O 2.64045 -1.10316 0.14082
H 2.12819 -0.31589 -0.07485
H 2.84368 -0.97343 1.07201
```

Calculated values
Structure (SMILES)   C=O.O.O.O.O.O
E_HOMO   -10.42 eV
Lowest unoccupied orbital energy   0.4 eV
Orbital gap   10.9 eV
2S+1   1

=====

Taking the most stable structure as the zero point, the relative energies in kJ/mol are A) 22.4; B) 0.0.

=====

A) Entry from the OMol25 dataset: a 2-piece molecular cluster, C14H16O overall (ωB97M-V/def2-TZVPD).

Structure (XYZ):
```
31
C14H16O | the OMol25 dataset | ωB97M-V/def2-TZVPD
C 0.30911 -1.34863 1.14157
C -0.21428 -1.96710 -0.11619
C 0.60207 -2.24140 -1.19800
C 0.13774 -2.93570 -2.33768
C -1.11174 -3.48335 -2.21933
O -1.54054 -4.19174 -3.31678
C -1.99045 -3.18700 -1.16321
C -1.54774 -2.41157 -0.13014
H -0.39911 -1.54142 1.94832
H 0.31281 -0.27000 0.97902
H 1.31819 -1.65598 1.43651
H 1.60651 -1.83713 -1.17504
H 0.68117 -3.10155 -3.25122
H -2.48237 -4.38990 -3.32395
H -2.91544 -3.75436 -1.11194
H -2.26971 -2.09099 0.62426
C 2.77792 2.50222 1.51363
C 1.32862 2.64825 1.20730
C 0.91248 1.98255 0.03840
C -0.42740 2.13494 -0.43475
C -1.34938 2.88806 0.26370
C -0.98054 3.45794 1.49404
C 0.34188 3.37373 1.86717
H 3.32008 3.45500 1.54495
H 3.36058 2.27671 0.61998
H 2.84626 1.86272 2.39833
H 1.57939 1.39981 -0.59058
H -0.69536 1.57159 -1.31788
H -2.29641 3.07777 -0.22191
H -1.81306 3.84327 2.06002
H 0.59870 3.93328 2.77140
```

Calculated values
Structure (SMILES)   Cc1ccc(O)cc1.Cc1ccccc1
E_HOMO   -8.21 eV
Lowest unoccupied orbital energy   0.9 eV
Orbital gap   9.1 eV
2S+1   1

=====

B) Entry from the OMol25 dataset: a 2-piece molecular cluster, C14H16O overall (ωB97M-V/def2-TZVPD).

Structure (XYZ):
```
31
C14H16O | the OMol25 dataset | ωB97M-V/def2-TZVPD
C -0.23377 -1.41292 2.43291
C -1.49037 -0.98064 1.71931
C -1.74940 -1.18848 0.32910
C -2.97598 -0.95008 -0.21706
C -3.87457 -0.02814 0.39547
O -4.79476 0.59115 -0.37349
C -3.48500 0.39050 1.65506
C -2.40362 -0.18946 2.36866
H 0.00883 -0.67138 3.17782
H 0.56679 -1.75052 1.79351
H -0.50543 -2.32491 3.02804
H -0.86513 -1.61724 -0.12358
H -3.23309 -1.34591 -1.19626
H -5.10405 1.40257 0.10359
H -4.13648 1.15133 2.14754
H -2.36249 0.20130 3.41085
C 4.61713 0.49995 -1.85028
C 3.16265 0.68067 -1.51465
C 2.20078 0.49784 -2.53221
C 0.86610 0.39749 -2.23983
C 0.38391 0.78604 -0.95905
C 1.30719 0.84672 0.06124
C 2.69794 0.76104 -0.23002
H 4.80661 0.34265 -2.95104
H 4.87560 -0.47496 -1.45362
H 5.24040 1.32249 -1.37956
H 2.55744 0.28963 -3.51895
H 0.12094 0.02402 -2.93502
H -0.63814 0.99407 -0.80545
H 1.03131 1.00098 1.08082
H 3.40866 0.75419 0.57615
```

Calculated values
Structure (SMILES)   Cc1ccc(O)cc1.Cc1ccccc1
E_HOMO   -8.26 eV
Lowest unoccupied orbital energy   0.8 eV
Orbital gap   9.1 eV
2S+1   1

=====

Taking the most stable structure as the zero point, the relative energies in kJ/mol are A) 0.0; B) 20.8.